{"formula": "C22H60N11O3P3", "method": "ωB97M-V with the def2-TZVPD basis set", "elements": ["C", "N", "C", "P", "O", "N", "C", "C", "N", "C", "C", "H", "H", "H", "H", "H", "H", "H", "H", "H", "H", "H", "H", "H", "H", "H", "H", "H", "H", "C", "N", "C", "P", "O", "N", "C", "C", "N", "C", "C", "H", "H", "H", "H", "H", "H", "H", "H", "H", "H", "H", "H", "H", "H", "H", "H", "H", "H", "C", "N", "C", "P", "O", "N", "C", "C", "N", "C", "C", "H", "H", "H", "H", "H", "H", "H", "H", "H", "H", "H", "H", "H", "H", "H", "H", "H", "H", "C", "C", "N", "H", "H", "H", "C", "C", "N", "H", "H", "H"], "positions_angstrom": [[1.028090, 3.469997, 5.239216], [1.466830, 4.642127, 4.472716], [1.732390, 4.373317, 3.050006], [2.625980, 5.575707, 5.283806], [3.927410, 4.930257, 5.644956], [2.777330, 6.916637, 4.190626], [1.667290, 7.609677, 3.599856], [4.033730, 7.733057, 4.228706], [1.830600, 6.144047, 6.758706], [0.389600, 6.561637, 6.814486], [2.544170, 6.185437, 7.989956], [1.723620, 3.352427, 6.070196], [1.050790, 2.527297, 4.692496], [-0.022150, 3.626577, 5.485366], [2.808180, 4.387707, 2.875176], [1.332830, 5.185847, 2.443176], [1.464510, 3.378487, 2.694106], [1.325970, 8.457137, 4.194346], [1.881200, 8.086107, 2.643116], [0.744370, 7.056357, 3.426226], [4.199140, 8.176687, 5.210516], [4.959660, 7.164807, 4.140146], [4.069020, 8.442727, 3.402136], [0.402020, 7.332087, 6.043546], [-0.307750, 5.747727, 6.616156], [0.151540, 7.097507, 7.733336], [2.581630, 5.252317, 8.552076], [2.008330, 6.932267, 8.575796], [3.597040, 6.467487, 7.990586], [0.788680, -2.239963, 0.718806], [0.948830, -3.372333, -0.142274], [0.558760, -3.095563, -1.594094], [1.318490, -4.838383, 0.650836], [1.776480, -4.534853, 2.076896], [-0.106180, -5.790123, 0.451976], [-0.932020, -5.864153, -0.745054], [-0.724340, -6.381553, 1.759026], [2.626530, -5.430943, -0.412574], [3.823250, -4.616913, -0.623084], [2.904930, -6.964693, -0.188184], [-0.028200, -2.384533, 1.425856], [0.737060, -1.272833, 0.218716], [1.574830, -2.278163, 1.472866], [-0.491980, -3.343433, -1.744474], [1.201550, -3.647183, -2.280124], [0.624680, -2.080053, -1.984564], [-1.428910, -4.894403, -0.717134], [-0.316920, -5.880543, -1.644774], [-1.648340, -6.673883, -0.884074], [-1.803020, -6.460303, 1.623586], [-0.193940, -7.302563, 2.000926], [-0.373600, -5.665423, 2.502156], [3.524440, -3.681363, -1.095894], [4.547890, -4.556003, 0.188886], [4.512860, -5.129513, -1.293744], [3.560850, -7.331853, -0.977534], [1.948130, -7.486803, -0.195444], [3.471010, -7.181053, 0.717816], [-0.687220, -0.340793, -5.143674], [-1.766830, -1.242353, -4.798234], [-2.538520, -0.663673, -3.716524], [-2.614620, -1.979833, -6.139134], [-3.224570, -0.987013, -7.052234], [-1.357520, -2.955663, -6.934564], [-0.777450, -4.146823, -6.311644], [-1.260840, -2.914823, -8.440834], [-3.661160, -3.065293, -5.398694], [-5.012250, -3.138653, -5.914664], [-3.360560, -3.912053, -4.137624], [-0.161430, 0.079907, -4.286544], [-1.041090, 0.537787, -5.683094], [0.072410, -0.747483, -5.811244], [-2.439630, 0.421727, -3.701394], [-2.139190, -1.180473, -2.843854], [-3.603700, -0.888093, -3.772504], [-0.033250, -4.363673, -7.077954], [-0.399810, -4.034053, -5.295384], [-1.561990, -4.902643, -6.274874], [-0.385160, -3.382833, -8.890554], [-2.132410, -3.461053, -8.801554], [-1.541980, -1.941243, -8.842324], [-4.960350, -3.828763, -6.756774], [-5.727620, -3.513623, -5.182714], [-5.495500, -2.214903, -6.232844], [-3.680610, -3.535443, -3.166104], [-2.306120, -4.188033, -4.146604], [-4.013570, -4.783613, -4.183004], [-3.861400, 5.790567, 1.672676], [-2.866670, 4.768017, 1.481976], [-2.060970, 3.932917, 1.350806], [-4.773600, 5.274167, 1.971556], [-3.958100, 6.356827, 0.746336], [-3.466640, 6.440617, 2.453496], [-0.000280, 1.218827, 1.359796], [-0.678140, 0.710157, 0.168796], [-1.091400, 0.312077, -0.812494], [-0.766620, 1.507007, 2.079366], [0.572130, 2.116317, 1.125326], [0.369050, 0.411877, 1.992656]], "atomic_forces_ev_per_a": [[-0.13, 0.31, 0.07], [0.45, -0.22, -0.09], [1.17, 0.75, -0.12], [-0.45, 1.45, 0.78], [-1.25, 0.97, -0.46], [1.26, -1.22, 0.38], [-1.04, 0.97, 0.04], [0.00, -0.95, 0.52], [0.06, -1.19, -2.20], [1.91, 0.45, -1.22], [0.33, 0.03, 1.33], [-0.59, -0.21, 0.46], [0.32, 0.20, -0.37], [0.08, -0.19, 0.70], [0.25, 0.11, -0.08], [-0.30, -0.39, -0.23], [-0.70, 0.24, 0.41], [0.06, 0.27, 0.48], [0.58, -0.34, -0.24], [0.35, -0.69, 0.23], [-0.48, 0.72, -0.04], [-0.35, -0.73, -0.33], [-0.40, 0.15, 0.27], [-1.14, -0.08, -0.22], [-0.01, 0.11, 0.03], [0.19, -0.42, 0.16], [-0.45, -0.34, 0.08], [0.32, -0.06, 0.46], [-0.03, 0.32, -0.79], [0.27, -0.06, 1.99], [0.29, 0.39, -2.05], [0.12, -1.21, 0.88], [1.14, 1.22, -1.06], [-1.50, -1.18, -2.50], [1.13, -1.64, 2.45], [0.71, 1.67, -0.34], [2.21, 1.33, -1.68], [-1.61, -2.54, 1.56], [0.17, -0.72, -0.32], [0.04, 2.19, -0.40], [-0.99, 0.40, -0.34], [0.06, -0.47, -0.11], [0.63, 0.54, -0.31], [0.03, -0.25, -0.22], [-0.17, -0.49, 0.15], [0.41, 0.45, 1.07], [-0.81, -0.20, -0.71], [0.17, 0.03, -0.01], [0.20, -0.21, 0.87], [0.23, -0.02, 0.24], [-0.58, -0.35, -0.14], [-0.76, -0.09, 0.40], [0.30, 0.15, 0.46], [-0.67, 0.75, 0.93], [-0.55, -0.29, -0.87], [-0.32, 0.18, -0.39], [0.15, 0.04, 0.02], [-0.28, 0.28, 0.40], [0.68, 0.59, -0.93], [-0.31, -1.22, -2.02], [-0.37, -0.89, 0.38], [2.73, -0.35, 0.79], [-0.12, -0.89, -0.01], [-0.69, 2.56, 0.36], [-1.06, 0.59, -1.23], [-2.31, -0.17, 1.09], [0.57, 0.36, 2.21], [-0.55, -0.64, -0.39], [-0.65, 0.55, -1.77], [-0.16, -0.47, 0.40], [-0.39, 0.26, -0.11], [-0.13, -0.57, 0.12], [0.12, -0.07, 0.30], [-0.27, 0.86, 0.61], [-0.04, -0.12, -0.20], [0.45, -0.90, 0.81], [0.31, 0.45, -0.21], [0.20, -0.65, -0.05], [0.27, 0.39, 0.50], [0.04, -0.71, -0.37], [0.88, 0.35, 0.35], [-0.70, -0.04, -0.20], [0.33, -0.35, 0.24], [0.72, 0.31, -0.15], [0.35, 1.10, -0.11], [-0.27, 0.01, 0.22], [0.38, -0.41, -0.61], [0.24, 0.06, 0.06], [2.34, -2.41, -0.49], [-1.64, 1.73, 0.29], [-0.17, 0.48, -0.03], [-0.31, -0.02, 0.12], [-0.42, 0.13, 0.08], [-1.67, -0.12, 0.80], [1.09, 0.62, 1.24], [-0.71, -0.47, -1.15], [-0.45, 0.74, -0.35], [0.39, -0.54, 0.19], [1.24, -0.08, -0.75]], "e_tot_ev": -74186.2874, "max_force_ev_per_a": 3.4, "total_charge": 0, "gap_ev": 8.440, "de_lowest_ev": 4.853}

---

{"formula": "C9H17N2O4", "method": "ωB97M-V with the def2-TZVPD basis set", "elements": ["C", "C", "C", "C", "C", "C", "C", "C", "C", "N", "N", "O", "O", "O", "O", "H", "H", "H", "H", "H", "H", "H", "H", "H", "H", "H", "H", "H", "H", "H", "H", "H"], "positions_angstrom": [[-0.311048, 1.768502, -0.943312], [-0.535959, -1.356006, -1.367312], [-2.042617, -1.383367, -1.097013], [-0.536675, 0.482250, 0.047434], [0.085718, -0.887007, -0.024850], [0.514633, 1.222419, 2.213553], [3.312327, 0.374507, -0.527531], [-0.804155, 0.912107, 1.463680], [2.260790, -0.557920, -1.123860], [-2.382144, -0.024982, -0.692365], [-3.389284, -0.044995, 0.323596], [-0.617387, 2.782637, -0.381926], [0.085502, 1.622047, -2.131893], [-0.297679, -1.787180, 0.974691], [1.560056, -1.057628, -0.052402], [-0.157959, -2.345707, -1.682990], [-0.325766, -0.553934, -2.007293], [-2.516184, -1.778072, -1.871471], [-2.261175, -2.112417, -0.251757], [1.225635, 2.002077, 1.599750], [1.097997, 0.353910, 2.396683], [0.275746, 1.760463, 3.144979], [4.100283, -0.193609, -0.135281], [3.835118, 0.966109, -1.338263], [2.836135, 0.915227, 0.196872], [-1.595750, 1.698691, 1.415579], [-1.191683, 0.000706, 1.929058], [2.804905, -1.309951, -1.738961], [1.602129, -0.052747, -1.864595], [-3.488546, 0.968056, 0.613574], [-3.184626, -0.760410, 1.053836], [0.041649, -1.623772, 1.859786]], "atomic_forces_ev_per_a": [[0.89, -2.68, -1.47], [-0.51, -1.96, 2.01], [2.58, 0.69, 4.47], [-1.99, 0.78, -0.03], [0.95, -1.17, -1.93], [0.36, 3.66, -1.55], [0.80, -0.38, -3.91], [-0.06, -0.38, -0.53], [0.84, 1.20, -1.89], [1.67, 0.39, 1.51], [0.72, 0.89, -0.87], [-0.77, 2.67, 1.43], [-0.09, -0.78, 0.84], [-0.61, -0.53, -0.03], [-2.02, -0.47, 1.06], [0.02, 0.48, -0.01], [0.31, 0.83, -1.57], [-2.62, -1.03, -3.81], [0.36, 0.61, -0.62], [-1.84, -1.92, 1.30], [0.47, -0.81, 0.22], [0.23, -0.39, -0.07], [1.03, -1.01, 1.08], [-0.90, -0.10, 0.87], [-0.86, 1.92, 1.74], [1.08, -0.37, 0.53], [-0.51, 0.40, 0.36], [-0.44, -0.33, 0.58], [0.43, 0.12, 0.73], [0.12, -2.02, 0.11], [-0.04, 1.15, -0.20], [0.37, 0.55, -0.34]], "e_tot_ev": -20776.4569, "max_force_ev_per_a": 5.2, "total_charge": -1, "gap_ev": 7.562, "de_lowest_ev": 2.640}

---

{"formula": "C20H15NO5P", "method": "ωB97M-V with the def2-TZVPD basis set", "elements": ["O", "P", "O", "C", "O", "C", "C", "C", "N", "C", "C", "H", "H", "H", "H", "H", "H", "H", "C", "C", "C", "C", "C", "C", "C", "O", "C", "C", "C", "C", "C", "C", "C", "O", "H", "H", "H", "H", "H", "H", "H", "H"], "positions_angstrom": [[6.312872, 2.782078, -0.118722], [4.891427, 3.032787, -0.282636], [4.614170, 4.337466, -1.265488], [3.400842, 4.957600, -1.218006], [3.288858, 6.125592, -1.187786], [2.181757, 4.074417, -1.286754], [2.069471, 3.166965, -2.334362], [0.947778, 2.363349, -2.381122], [0.011516, 2.490222, -1.434269], [0.088222, 3.360692, -0.422982], [1.194114, 4.180797, -0.319216], [4.227819, 1.941896, -0.868333], [4.166507, 3.342109, 0.883090], [2.839061, 3.103225, -3.082738], [0.820732, 1.625771, -3.152399], [-0.799609, 1.872298, -1.478948], [-0.708002, 3.429252, 0.295836], [1.312071, 4.897291, 0.474744], [-1.492884, -4.302265, -2.500377], [-1.682997, -5.380056, -1.642855], [-1.841927, -5.169196, -0.283099], [-1.801198, -3.879799, 0.226942], [-1.589005, -2.796256, -0.630871], [-1.445208, -3.014163, -1.996600], [-1.498779, -1.414093, -0.101972], [-1.316898, -0.469032, -0.856841], [-1.626743, -1.207311, 1.365952], [-1.496247, 0.071529, 1.894753], [-1.625793, 0.280002, 3.256362], [-1.895278, -0.790829, 4.101367], [-2.022421, -2.068435, 3.583942], [-1.881280, -2.282381, 2.219573], [-1.992576, -3.672546, 1.689108], [-2.227676, -4.600520, 2.428428], [-1.378330, -4.470168, -3.562661], [-1.709531, -6.386603, -2.037447], [-1.995998, -6.003208, 0.387023], [-1.294394, -2.174676, -2.660044], [-1.292066, 0.902788, 1.234249], [-1.520465, 1.276479, 3.664820], [-2.003381, -0.627107, 5.164830], [-2.228531, -2.905961, 4.235508]], "atomic_forces_ev_per_a": [[0.16, 0.06, 0.13], [0.99, -0.25, -0.13], [-0.67, -0.61, 0.44], [0.13, -0.49, -0.16], [-0.12, 1.21, 0.08], [0.41, -0.30, -0.12], [-0.48, -0.05, 0.33], [0.65, 0.38, -0.10], [-0.54, -0.39, -0.05], [0.62, 0.65, 0.22], [-0.05, -0.18, -0.34], [-0.34, 0.26, -0.09], [-0.17, 0.13, -0.16], [0.09, -0.16, -0.18], [-0.32, -0.19, -0.03], [0.06, -0.21, 0.11], [-0.32, -0.31, -0.04], [-0.21, 0.08, 0.19], [0.00, -0.02, 0.02], [0.00, 0.05, -0.02], [0.00, -0.10, -0.08], [0.03, 0.11, -0.02], [-0.01, 0.01, 0.07], [0.02, -0.06, -0.08], [-0.02, 0.02, -0.06], [0.15, 0.39, -0.07], [0.01, -0.05, -0.07], [0.00, 0.04, 0.12], [0.00, 0.00, -0.01], [0.01, 0.02, -0.03], [0.00, 0.06, 0.11], [0.02, 0.05, -0.09], [-0.05, -0.18, 0.10], [0.02, 0.03, 0.00], [0.00, -0.01, -0.01], [-0.01, -0.01, -0.01], [-0.02, 0.05, 0.08], [0.00, 0.05, 0.05], [-0.03, -0.04, -0.07], [-0.01, 0.00, 0.01], [0.00, 0.00, 0.01], [0.01, -0.07, -0.07]], "e_tot_ev": -41994.2842, "max_force_ev_per_a": 1.2, "total_charge": 1, "gap_ev": 6.956}